1.
Density functional theory data (wB97M-V/def2-TZVPD) for a 2-piece molecular cluster, C4H7IS overall.

The geometry in ORCA input format:
```
! wB97M-V def2-TZVPD RIJCOSX def2/J DEFGRID3
* xyz 0 1
C 0.696 -0.074 -0.981
C 1.172 0.115 0.279
C 1.271 -1.143 1.135
H 0.507 0.675 -1.665
H 0.449 -0.965 -1.413
H 1.362 1.064 0.720
H 0.897 -0.882 2.171
H 2.413 -1.340 1.377
H 0.642 -1.898 0.675
S -1.774 2.556 0.134
C -2.301 1.280 -0.739
I -2.419 -0.714 0.008
H -2.916 1.326 -1.700
*
```

For the total energy, the calculation gives -852.39370 a.u.

2.
Density functional theory data (wB97M-V/def2-TZVPD) for C24H20ClGaNO2S5 as an isolated structure.

The geometry in ORCA input format:
```
! wB97M-V def2-TZVPD RIJCOSX def2/J DEFGRID3
* xyz -1 1
Ga -0.134 1.057 -0.021
S -1.900 2.716 0.413
S -1.737 3.055 2.425
S -1.527 1.142 3.142
S 0.243 0.603 2.249
C 4.232 -4.367 3.477
C 2.705 -4.308 3.301
C 2.094 -5.649 3.727
C 2.166 -3.207 4.218
C 2.356 -4.041 1.834
C 2.902 -4.857 0.824
C 2.622 -4.657 -0.515
C 1.773 -3.610 -0.861
S 1.264 -3.058 -2.421
C 0.316 -1.789 -1.638
N 0.376 -1.794 -0.356
C 1.201 -2.797 0.123
C 1.494 -3.021 1.469
C -0.425 -0.783 -2.421
C -0.705 -1.036 -3.768
C -1.444 -0.135 -4.511
C -1.918 1.020 -3.905
C -1.623 1.281 -2.575
C -0.858 0.406 -1.801
H 4.482 -4.476 4.536
H 4.695 -3.449 3.106
H 4.672 -5.211 2.942
H 2.309 -5.848 4.782
H 2.499 -6.474 3.134
H 1.010 -5.634 3.593
H 2.530 -3.368 5.236
H 1.074 -3.206 4.249
H 2.493 -2.216 3.893
H 3.556 -5.680 1.092
H 3.061 -5.296 -1.274
H 1.031 -2.360 2.191
H -0.358 -1.956 -4.226
H -1.657 -0.334 -5.555
H -2.510 1.726 -4.477
H -1.982 2.198 -2.125
Cl 6.931 3.015 -1.785
C 5.386 2.353 -1.296
C 5.347 1.129 -0.608
C 4.151 0.590 -0.217
C 2.914 1.237 -0.500
O 1.819 0.683 -0.126
C 2.987 2.478 -1.193
C 1.788 3.204 -1.516
O 0.645 2.852 -1.277
C 4.227 3.016 -1.578
H 6.276 0.619 -0.388
H 4.106 -0.352 0.317
H 1.935 4.166 -2.039
H 4.250 3.962 -2.110
*
```

For the total energy, the calculation gives -5507.94010 a.u.

3.
Density functional theory data (wB97M-V/def2-TZVPD) for a 2-piece molecular cluster, C3H7NOS2 overall.

The geometry in ORCA input format:
```
! wB97M-V def2-TZVPD RIJCOSX def2/J DEFGRID3
* xyz 0 3
C 1.118 2.689 0.987
C -0.161 -0.001 -2.095
C -0.545 -0.384 -0.687
N 2.090 2.881 1.801
O -1.403 2.398 0.553
S -0.474 2.937 1.528
S 0.856 -0.357 0.396
H -1.037 0.202 -2.832
H 0.395 0.906 -2.146
H 0.513 -0.894 -2.592
H -0.754 -1.487 -0.705
H -1.506 0.067 -0.314
H 3.001 3.334 1.537
H 1.834 2.938 2.793
*
```

As for the expectation value of S²: 2.02. For the total energy, the calculation gives -1044.69090 a.u.

4.
Density functional theory data (wB97M-V/def2-TZVPD) for a 12-piece molecular cluster, C16H58ClN5O16P3S overall.

The geometry in ORCA input format:
```
! wB97M-V def2-TZVPD RIJCOSX def2/J DEFGRID3
* xyz 1 1
C 0.911 -2.173 2.080
C -0.421 -1.987 1.264
C -1.599 -2.061 2.276
O -2.047 -0.779 2.800
N -2.966 -0.176 2.035
N -4.003 -0.780 1.448
C -4.790 0.037 0.784
P -6.304 -0.484 -0.124
O -7.612 -0.435 0.856
O -6.512 0.567 -1.335
S -6.026 -2.297 -0.680
N -4.264 1.273 0.928
C -3.177 1.140 1.706
N -2.454 2.232 2.074
P -2.980 3.839 1.413
N -3.018 3.749 -0.286
O -4.552 4.134 1.914
P -1.048 2.316 3.131
O -1.461 1.520 4.548
Cl 0.469 1.206 2.183
H 1.737 -1.675 1.540
H 0.780 -1.575 3.007
H 1.121 -3.228 2.299
H -0.407 -1.069 0.654
H -0.455 -2.835 0.551
H -2.382 -2.698 1.827
H -1.213 -2.636 3.156
H -4.249 -1.772 1.460
H -7.311 -0.349 1.779
H -6.323 1.479 -1.020
H -2.868 2.807 -0.646
H -2.288 4.363 -0.664
H -4.664 3.644 2.747
H -2.427 1.407 4.510
C -2.414 -4.188 5.778
O -1.481 -4.306 4.704
H -3.404 -4.022 5.358
H -2.423 -5.106 6.368
H -2.147 -3.343 6.416
H -0.613 -4.453 5.096
C 2.010 -3.500 -1.326
O 1.974 -4.229 -0.098
H 1.992 -2.437 -1.101
H 2.927 -3.739 -1.868
H 1.141 -3.756 -1.933
H 1.990 -5.167 -0.322
C -0.112 6.920 -0.845
O -0.541 5.607 -0.478
H -0.065 6.979 -1.930
H -0.825 7.661 -0.475
H 0.877 7.119 -0.429
H -0.576 5.578 0.486
C 4.524 -0.075 -0.172
O 4.072 -1.384 0.162
H 4.508 0.033 -1.255
H 3.862 0.674 0.276
H 5.543 0.066 0.189
H 4.095 -1.458 1.124
C 8.444 1.077 -0.382
O 7.774 -0.180 -0.425
H 8.274 1.524 0.595
H 9.517 0.936 -0.531
H 8.048 1.740 -1.155
H 7.935 -0.560 -1.294
C -3.557 1.719 -3.808
O -4.174 1.847 -2.524
H -2.902 2.571 -3.966
H -2.968 0.800 -3.848
H -4.321 1.704 -4.587
H -4.748 1.083 -2.409
C 4.980 -3.893 3.611
O 4.928 -2.707 2.826
H 3.962 -4.195 3.846
H 5.473 -4.691 3.053
H 5.523 -3.704 4.541
H 5.837 -2.455 2.628
C 4.149 7.666 0.816
O 2.881 7.273 1.336
H 3.987 8.413 0.042
H 4.762 8.099 1.610
H 4.661 6.804 0.382
H 3.044 6.614 2.018
C -3.725 4.599 -6.843
O -2.552 4.114 -6.196
H -3.818 4.101 -7.805
H -4.608 4.379 -6.237
H -3.647 5.677 -7.002
H -2.486 4.567 -5.349
C 1.900 -2.321 -5.255
O 1.077 -2.600 -4.126
H 2.733 -1.703 -4.929
H 2.286 -3.252 -5.678
H 1.328 -1.782 -6.014
H 0.347 -3.147 -4.433
C -0.104 -8.048 -1.241
O 0.445 -6.759 -0.979
H 0.489 -8.522 -2.019
H -0.068 -8.663 -0.339
H -1.137 -7.953 -1.584
H -0.088 -6.351 -0.289
*
```

For the total energy, the calculation gives -4004.08776 a.u.

5.
Density functional theory data (wB97M-V/def2-TZVPD) for a 2-piece molecular cluster, C4H10N2P overall.

The geometry in ORCA input format:
```
! wB97M-V def2-TZVPD RIJCOSX def2/J DEFGRID3
* xyz 1 1
C -3.095 -0.920 -0.067
C -2.645 -0.074 0.820
C 1.510 0.386 0.329
C 3.889 -0.337 0.019
N -1.586 0.863 0.661
N 2.626 0.183 0.192
P -0.713 0.788 -0.718
H -3.938 -1.582 0.044
H -2.394 -1.178 -0.890
H -3.162 0.079 1.752
H -1.150 1.162 1.451
H 4.057 -0.890 1.088
H 4.619 0.466 -0.136
H 3.725 -1.068 -0.820
H -1.594 0.721 -1.804
H 0.011 1.796 -1.093
H -0.159 -0.394 -0.827
*
```

For the total energy, the calculation gives -608.89038 a.u.

6.
Density functional theory data (wB97M-V/def2-TZVPD) for C31H27Cl36N3OS as an isolated structure.

The geometry in ORCA input format:
```
! wB97M-V def2-TZVPD RIJCOSX def2/J DEFGRID3
* xyz 0 1
O 2.834 -0.067 -0.237
C 2.387 1.189 0.072
C 1.196 1.420 0.685
C 0.210 0.331 1.051
C -0.637 -0.140 -0.137
C -1.622 0.908 -0.626
C -2.837 1.053 0.038
C -3.801 1.994 -0.456
C -3.439 2.730 -1.585
C -2.215 2.579 -2.212
C -1.310 1.664 -1.734
C 0.882 2.790 1.005
C 1.701 3.845 0.715
C 1.293 5.217 1.119
C 1.445 5.689 2.420
C 1.065 6.995 2.683
N 0.532 7.862 1.831
C 0.386 7.411 0.582
C 0.768 6.133 0.220
C 2.933 3.620 0.038
N 3.847 4.509 -0.349
S 4.999 3.636 -1.075
N 4.423 2.146 -0.905
C 3.253 2.268 -0.272
H 3.179 -0.106 -1.136
H -0.464 0.676 1.835
H 0.754 -0.518 1.471
H -1.227 -1.020 0.141
H -0.036 -0.471 -0.982
H -3.086 0.440 0.892
H -4.780 2.142 -0.009
H -4.108 3.449 -2.027
H -1.952 3.159 -3.088
H -0.372 1.542 -2.264
H -0.046 3.001 1.516
H 1.873 5.061 3.190
H 1.216 7.354 3.700
H -0.017 8.094 -0.155
H 0.645 5.829 -0.816
C 7.245 -0.410 -2.777
Cl 6.204 -1.320 -1.679
Cl 6.911 1.314 -2.660
Cl 8.949 -0.740 -2.441
H 7.033 -0.729 -3.788
C -2.903 3.814 3.241
Cl -3.552 5.438 2.998
Cl -2.977 2.875 1.716
Cl -1.264 3.896 3.887
H -3.519 3.309 3.975
C 0.473 -3.359 -2.196
Cl 1.592 -2.634 -1.051
Cl -0.392 -4.705 -1.445
Cl -0.643 -2.123 -2.778
H 1.025 -3.740 -3.042
C -1.978 -5.368 -5.322
Cl -2.580 -3.748 -5.679
Cl -2.081 -6.408 -6.737
Cl -0.313 -5.292 -4.728
H -2.595 -5.794 -4.542
C -5.712 0.857 5.115
Cl -5.454 2.427 5.877
Cl -5.332 0.930 3.390
Cl -4.731 -0.389 5.881
H -6.755 0.592 5.229
C -0.678 -2.263 4.177
Cl -0.229 -3.060 2.667
Cl 0.756 -1.802 5.087
Cl -1.696 -0.857 3.859
H -1.247 -2.965 4.773
C -4.669 -5.615 -10.263
Cl -3.838 -7.145 -9.960
Cl -6.408 -5.870 -10.415
Cl -4.312 -4.447 -8.994
H -4.304 -5.216 -11.201
C 1.654 -5.100 7.174
Cl -0.004 -4.761 6.664
Cl 1.730 -6.631 8.047
Cl 2.742 -5.116 5.788
H 1.969 -4.311 7.844
C 9.711 -4.187 -0.384
Cl 8.788 -5.600 -0.899
Cl 8.904 -3.364 0.948
Cl 11.355 -4.648 0.066
H 9.769 -3.499 -1.218
C -0.129 -3.057 -9.302
Cl -1.067 -4.438 -9.870
Cl -0.934 -2.264 -7.947
Cl 1.505 -3.548 -8.850
H -0.056 -2.348 -10.117
C 2.145 -3.191 10.804
Cl 3.626 -3.951 10.213
Cl 2.517 -1.929 11.976
Cl 1.206 -2.534 9.458
H 1.548 -3.947 11.296
C -7.391 4.888 -1.511
Cl -6.221 3.740 -0.852
Cl -8.954 4.724 -0.708
Cl -6.787 6.539 -1.371
H -7.526 4.665 -2.561
*
```

For the total energy, the calculation gives -18401.99989 a.u.